{"formula": "C36H40BNP2Sr", "method": "ωB97M-V/def2-TZVPD", "gap_ev": 6.01, "elements": ["Sr", "C", "C", "C", "C", "C", "C", "C", "C", "C", "H", "H", "H", "H", "H", "H", "H", "H", "H", "H", "H", "H", "H", "H", "H", "P", "P", "C", "C", "C", "C", "C", "C", "C", "C", "C", "C", "C", "C", "C", "C", "C", "C", "C", "C", "C", "C", "C", "C", "C", "C", "C", "C", "H", "H", "H", "H", "H", "H", "H", "H", "H", "H", "H", "H", "H", "H", "H", "H", "H", "H", "H", "H", "H", "H", "B", "C", "N", "H", "H", "H"], "positions_angstrom": [[1.8394, -3.3260, 2.6513], [6.5668, -1.7829, 1.1299], [5.7822, -0.7132, 0.9633], [5.2261, -0.1915, -0.3526], [3.9653, -0.9909, -0.7612], [4.1499, -2.4509, -1.0437], [5.2839, -3.1247, -1.2857], [6.6723, -2.5641, -1.2917], [7.3198, -2.5268, 0.1010], [2.0919, -5.5683, 1.4369], [6.7330, -2.1134, 2.1647], [5.5647, 0.0009, 1.7962], [5.9402, -0.1448, -1.1966], [4.9051, 0.8731, -0.2273], [3.1962, -0.8617, 0.0417], [3.5553, -0.4908, -1.6584], [3.2020, -3.0078, -1.0445], [5.2022, -4.2091, -1.5026], [6.7332, -1.5882, -1.7949], [7.2357, -3.2820, -1.9141], [7.4891, -3.5458, 0.4775], [8.3131, -2.0795, -0.0438], [2.8229, -6.3719, 1.6883], [2.6222, -4.8913, 0.7349], [1.2547, -5.9897, 0.8524], [-2.9572, 2.4034, 1.3673], [-4.0736, 0.5130, -0.9495], [-2.8037, 2.9103, -0.3929], [-3.4055, 2.1583, -1.3604], [-3.4958, 3.9919, 2.1063], [-3.3104, 5.2449, 1.5021], [-3.7133, 6.3952, 2.1823], [-4.3588, 6.3096, 3.4268], [-4.6234, 5.0402, 3.9755], [-4.2097, 3.8795, 3.3203], [-1.1440, 2.3191, 1.7660], [-0.4229, 1.2314, 1.2154], [0.9480, 1.0983, 1.4459], [1.6147, 2.0706, 2.1957], [0.9121, 3.1386, 2.7578], [-0.4631, 3.2471, 2.5554], [-5.6224, 0.7153, -1.9799], [-6.5594, 1.6420, -1.4915], [-7.6618, 1.9590, -2.2713], [-7.8564, 1.3408, -3.5109], [-6.9427, 0.3786, -3.9644], [-5.8349, 0.0361, -3.1887], [-3.0448, -0.5473, -2.0555], [-3.1154, -1.9464, -1.8595], [-2.4939, -2.8122, -2.7545], [-1.7669, -2.2962, -3.8271], [-1.6407, -0.9147, -3.9992], [-2.2471, -0.0464, -3.0879], [-2.1393, 3.7594, -0.6234], [-3.5077, 2.4926, -2.4073], [-2.8509, 5.3270, 0.5178], [-3.5196, 7.3726, 1.7443], [-4.6739, 7.2139, 3.9580], [-5.1495, 4.9600, 4.9319], [-4.4206, 2.8899, 3.7420], [-0.9303, 0.5049, 0.5835], [1.5148, 0.2667, 1.0022], [2.6867, 2.0081, 2.3507], [1.4220, 3.9163, 3.3345], [-1.0271, 4.0757, 2.9843], [-6.3939, 2.1032, -0.5138], [-8.3825, 2.6825, -1.8989], [-8.7184, 1.6046, -4.1161], [-7.1036, -0.1154, -4.9125], [-5.1496, -0.7456, -3.5245], [-3.6560, -2.3253, -0.9942], [-2.5707, -3.8947, -2.5917], [-1.3043, -2.9753, -4.5341], [-1.0546, -0.5093, -4.8258], [-2.0901, 1.0254, -3.1833], [6.3978, -5.1822, 2.4630], [5.0162, -4.6887, 2.9470], [3.9681, -4.3020, 3.3433], [6.6081, -6.2446, 3.0117], [7.2144, -4.3686, 2.9043], [6.4405, -5.3699, 1.2625]], "mulliken_charge": [1.58, -0.38, -0.38, -0.93, 0.39, -0.55, -0.36, -0.97, -0.39, -1.00, 0.46, 0.35, 0.34, 0.45, -0.54, 0.43, 0.50, 0.33, 0.36, 0.38, 0.13, 0.34, 0.20, -0.05, 0.27, 0.04, -0.02, -0.66, -0.74, 0.31, 0.15, -0.56, -0.54, -0.46, -0.45, 0.33, -0.74, -0.23, -0.41, -0.69, -0.31, 0.40, -0.43, -0.48, -0.53, -0.50, -0.39, 0.34, -0.50, -0.59, -0.46, -0.70, 0.04, 0.59, 0.84, 0.24, 0.39, 0.36, 0.36, 0.36, 0.40, 0.38, 0.43, 0.37, 0.31, 0.40, 0.37, 0.36, 0.39, 0.30, 0.38, 0.40, 0.42, 0.40, 0.37, -0.01, 0.33, -0.87, -0.12, -0.13, -0.15]}

{"formula": "C27H23N6O10SV", "method": "ωB97M-V/def2-TZVPD", "gap_ev": 6.15, "total_charge": 2, "elements": ["V", "O", "C", "N", "C", "O", "C", "C", "C", "C", "C", "N", "C", "C", "C", "C", "C", "N", "H", "H", "H", "H", "H", "H", "H", "H", "O", "C", "O", "C", "C", "N", "N", "C", "C", "O", "O", "H", "H", "H", "C", "C", "C", "C", "C", "C", "C", "S", "O", "O", "N", "C", "C", "C", "O", "O", "H", "H", "H", "H", "H", "H", "H", "H", "H", "H", "H", "H"], "positions_angstrom": [[0.3871, 1.1350, 0.8472], [-0.3417, -2.7444, 1.8254], [-0.4604, -1.6053, 1.4988], [0.5661, -0.6254, 1.5369], [1.8079, -1.0004, 2.1475], [1.9301, -1.8245, 2.9952], [2.9082, -0.2103, 1.5445], [4.2439, -0.4923, 1.7303], [5.1717, 0.3083, 1.0740], [4.7179, 1.3509, 0.2829], [3.3594, 1.5864, 0.1713], [2.4739, 0.7998, 0.7897], [-1.6824, -1.0068, 0.9136], [-2.8466, -1.7072, 0.6866], [-3.8987, -1.0286, 0.0876], [-3.7333, 0.3052, -0.2592], [-2.5291, 0.9340, 0.0057], [-1.5278, 0.2728, 0.5929], [4.5243, -1.3201, 2.3667], [6.2314, 0.1211, 1.1802], [5.4034, 1.9980, -0.2457], [2.9755, 2.4148, -0.4066], [-2.8979, -2.7482, 0.9748], [-4.8334, -1.5344, -0.1150], [-4.5260, 0.8634, -0.7365], [-2.3579, 1.9695, -0.2488], [2.9076, 0.9728, -4.8219], [2.7431, -0.3500, -4.7419], [3.2347, -1.0985, -5.5317], [1.9248, -0.9035, -3.6132], [1.7113, -2.2603, -3.5047], [0.9800, -2.4526, -2.3923], [0.6838, -1.3376, -1.7464], [1.2508, -0.3774, -2.4833], [1.1350, 1.0050, -2.0461], [1.5544, 2.0001, -2.5380], [0.4193, 1.1069, -0.8335], [2.4327, 1.4554, -4.1290], [2.0412, -3.0615, -4.1443], [0.6558, -3.3348, -2.0256], [-3.7871, -2.6918, 4.6155], [-2.7391, -1.6249, 4.5308], [-3.0330, -0.3745, 3.9806], [-2.0729, 0.6195, 3.9096], [-0.8021, 0.3633, 4.4139], [-0.4869, -0.8681, 4.9847], [-1.4535, -1.8532, 5.0260], [0.4977, 1.5147, 4.2790], [1.4725, 1.2936, 5.2893], [1.0595, 1.4726, 2.9063], [-0.2297, 2.9758, 4.3429], [0.4974, 4.1448, 3.8194], [0.0000, 4.5680, 2.4167], [0.1158, 3.3978, 1.5192], [1.1596, 3.0355, 0.9110], [-0.8257, 2.5192, 1.4259], [-4.6491, -2.4517, 3.9955], [-4.1330, -2.7971, 5.6452], [-3.3907, -3.6594, 4.3086], [-4.0332, -0.1743, 3.6162], [-2.3109, 1.5858, 3.4824], [0.5006, -1.0511, 5.3862], [-1.2108, -2.8159, 5.4564], [-0.6796, 3.1208, 5.2403], [1.5725, 3.9627, 3.8023], [0.3190, 4.9719, 4.5023], [0.6194, 5.3825, 2.0415], [-1.0425, 4.8822, 2.4561]], "nbo_charge": [1.40, -0.45, 0.67, -0.60, 0.68, -0.44, 0.11, -0.17, -0.10, -0.20, 0.08, -0.38, 0.12, -0.18, -0.10, -0.21, 0.09, -0.38, 0.27, 0.26, 0.26, 0.25, 0.27, 0.26, 0.26, 0.24, -0.65, 0.77, -0.52, -0.21, 0.04, -0.28, -0.23, -0.04, 0.80, -0.49, -0.48, 0.50, 0.28, 0.44, -0.65, 0.05, -0.17, -0.21, -0.42, -0.14, -0.20, 2.35, -0.86, -0.97, -0.88, -0.21, -0.52, 0.87, -0.54, -0.58, 0.22, 0.26, 0.24, 0.22, 0.24, 0.26, 0.24, 0.44, 0.23, 0.25, 0.28, 0.26]}

What highest occupied orbital energy values result from the calculations? In sequence: -7.3850 -14.9339 eV.
What energy above the lowest of the compared OMol25 structures with the same formula, charge and spin values result from the calculations? In sequence: 0.332 0.000 eV.